[1]
4 unconnected molecules or ions with the total composition C38H76BrN4O9P at a distorted geometry. Source: the Open Molecules 2025 dataset; level of theory: ωB97M-V/def2-TZVPD.

Geometry as XYZ:
```
129
Properties=species:S:1:pos:R:3:mulliken_charge:R:1
C 0.207 7.128 4.171 -1.116
C 1.313 6.089 3.773 0.016
O 1.898 6.358 2.485 -0.457
C 2.084 5.053 1.887 -0.268
N 2.781 5.090 0.618 -0.269
Br 1.837 5.985 -0.717 -0.118
C 3.264 3.754 0.178 0.074
C 2.135 2.704 -0.129 -0.639
C 1.512 1.948 1.099 -0.064
P 1.534 0.082 0.923 0.658
O 1.446 -0.275 -0.527 -0.865
O 2.798 -0.620 1.728 0.104
C 3.526 -1.574 0.923 -0.350
C 4.931 -1.783 1.656 -0.785
O 0.086 -0.466 1.620 -0.421
C 0.264 -0.814 3.011 -0.199
C 0.667 0.401 3.923 -0.882
C 4.433 3.266 1.114 0.147
O 4.367 2.338 1.950 -0.588
O 5.567 3.880 0.940 -0.820
H -0.543 7.331 3.369 0.271
H -0.375 6.656 5.019 0.341
H 0.684 8.044 4.598 0.280
H 2.115 6.055 4.566 0.289
H 0.821 5.072 3.806 0.116
H 2.535 4.371 2.651 0.376
H 1.030 4.662 1.684 0.176
H 3.755 3.958 -0.816 0.426
H 2.571 1.961 -0.856 0.563
H 1.281 3.178 -0.693 0.036
H 1.920 2.277 2.094 0.155
H 0.411 2.203 1.146 0.296
H 3.777 -1.163 -0.091 0.297
H 3.007 -2.565 0.861 0.283
H 5.694 -1.930 0.852 0.339
H 5.140 -0.879 2.278 0.255
H 4.880 -2.687 2.314 0.058
H -0.740 -1.185 3.365 0.348
H 0.970 -1.676 3.163 0.179
H 0.108 1.339 3.650 0.149
H 0.510 0.223 5.016 0.418
H 1.755 0.635 3.750 0.229
C -4.216 2.283 -3.034 -1.610
C -3.214 2.026 -1.888 1.974
C -3.599 0.732 -1.153 -1.059
C -4.833 0.893 -0.275 -0.464
C -4.646 2.049 0.701 -1.380
C -4.257 3.370 0.015 1.905
N -3.152 3.208 -0.976 0.145
O -2.016 3.124 -0.299 -0.317
C -5.499 3.980 -0.674 -1.814
C -3.911 4.397 1.113 -1.933
C -1.883 1.787 -2.629 -1.488
H -4.185 1.466 -3.759 0.163
H -5.254 2.342 -2.716 0.204
H -3.972 3.203 -3.570 0.419
H -2.763 0.400 -0.525 0.259
H -3.770 -0.072 -1.875 0.273
H -5.725 1.046 -0.891 0.294
H -5.006 -0.032 0.284 0.426
H -5.566 2.185 1.278 0.366
H -3.873 1.766 1.425 0.383
H -5.216 4.782 -1.359 0.364
H -6.180 4.414 0.062 0.480
H -6.098 3.251 -1.218 0.305
H -3.111 4.055 1.771 0.326
H -4.777 4.580 1.754 0.443
H -3.613 5.354 0.677 0.461
H -1.556 2.691 -3.149 0.516
H -1.998 0.999 -3.376 0.181
H -1.081 1.466 -1.962 0.131
C -4.137 -1.060 -8.152 -1.819
C -4.940 -1.055 -6.833 1.807
C -5.831 -2.307 -6.771 -1.310
C -7.030 -2.228 -7.707 -0.493
C -7.836 -0.961 -7.437 -1.243
C -6.989 0.322 -7.485 1.754
N -5.720 0.212 -6.702 0.392
O -6.026 0.360 -5.421 -0.524
C -6.673 0.678 -8.956 -1.771
C -7.869 1.495 -7.010 -1.914
C -3.846 -1.181 -5.754 -1.933
H -3.485 -1.935 -8.197 0.461
H -4.751 -1.112 -9.048 0.314
H -3.501 -0.175 -8.226 0.388
H -6.195 -2.452 -5.747 0.344
H -5.243 -3.196 -7.010 0.397
H -6.705 -2.265 -8.751 0.311
H -7.668 -3.104 -7.557 0.381
H -8.654 -0.895 -8.160 0.356
H -8.308 -1.057 -6.452 0.394
H -5.888 1.435 -9.019 0.380
H -7.553 1.087 -9.456 0.472
H -6.378 -0.180 -9.559 0.304
H -8.273 1.339 -6.008 0.350
H -8.729 1.622 -7.670 0.445
H -7.308 2.434 -7.012 0.446
H -3.200 -0.300 -5.744 0.499
H -3.214 -2.050 -5.949 0.498
H -4.257 -1.316 -4.752 0.314
C 6.918 -4.618 7.487 -1.735
C 6.371 -4.208 6.103 1.667
C 5.236 -5.164 5.697 -1.207
C 5.741 -6.542 5.286 -0.439
C 6.784 -6.419 4.181 -1.299
C 7.941 -5.470 4.536 1.790
N 7.474 -4.166 5.098 0.293
O 7.059 -3.420 4.084 -0.462
C 8.891 -6.166 5.537 -1.802
C 8.813 -5.285 3.277 -1.818
C 5.764 -2.815 6.362 -1.698
H 6.134 -4.544 8.244 0.438
H 7.274 -5.644 7.541 0.295
H 7.733 -3.959 7.796 0.381
H 4.671 -4.735 4.862 0.264
H 4.524 -5.270 6.520 0.407
H 6.152 -7.074 6.150 0.314
H 4.901 -7.146 4.930 0.385
H 7.176 -7.414 3.945 0.353
H 6.282 -6.068 3.272 0.368
H 9.583 -5.450 5.987 0.372
H 9.498 -6.925 5.037 0.474
H 8.373 -6.698 6.333 0.294
H 8.247 -4.901 2.428 0.350
H 9.233 -6.241 2.958 0.435
H 9.646 -4.606 3.473 0.442
H 6.538 -2.093 6.630 0.454
H 5.050 -2.855 7.187 0.409
H 5.218 -2.427 5.500 0.285
```

As for the multiplicity: 4. The charge is -1. As for the expectation value of S²: 3.76. As for the HOMO energy (spin up / spin down): -0.152 / -0.152 hartree.

[2]
11 unconnected molecules or ions with the total composition C38H78Br4N2O23 at a distorted geometry. Source: the Open Molecules 2025 dataset; level of theory: ωB97M-V/def2-TZVPD.

Geometry as XYZ:
```
145
Properties=species:S:1:pos:R:3:mulliken_charge:R:1
C -3.265 -2.938 2.431 -0.179
C -4.335 -3.976 2.105 -0.690
O -4.589 -3.893 0.692 0.046
C -5.506 -4.663 0.146 0.507
O -6.228 -5.433 0.722 -0.598
O -5.529 -4.435 -1.159 -0.149
C -6.558 -5.028 -1.912 -0.745
H -3.564 -1.916 2.208 -0.311
H -2.372 -3.095 1.817 0.020
H -2.897 -3.130 3.438 0.515
H -5.257 -3.887 2.675 0.400
H -3.929 -4.978 2.251 0.377
H -6.768 -6.050 -1.598 0.360
H -6.346 -5.001 -2.974 0.153
H -7.491 -4.466 -1.796 0.310
C 2.551 -0.656 -1.905 -0.494
C 3.868 -0.049 -2.389 -0.110
O 3.547 1.209 -2.975 0.102
C 4.547 2.008 -3.328 0.435
O 5.713 1.766 -3.209 -0.568
O 3.971 3.139 -3.780 -0.169
C 4.883 4.101 -4.358 -0.762
H 1.963 0.094 -1.385 -0.240
H 2.739 -1.578 -1.355 0.289
H 2.040 -1.035 -2.794 0.409
H 4.373 -0.706 -3.097 0.562
H 4.552 0.091 -1.549 -0.354
H 5.612 4.454 -3.634 0.313
H 4.146 4.885 -4.544 0.239
H 5.337 3.821 -5.305 0.293
C -3.883 -0.959 -1.671 -0.890
C -4.742 -0.713 -0.445 -0.026
O -3.953 0.311 0.260 0.244
C -4.459 0.680 1.435 0.271
O -5.423 0.219 1.977 -0.599
O -3.745 1.717 1.895 0.195
C -4.249 2.311 3.074 -0.810
H -4.268 -1.826 -2.225 0.275
H -2.896 -1.344 -1.414 -0.068
H -3.869 -0.160 -2.408 0.460
H -4.817 -1.578 0.210 -0.099
H -5.740 -0.344 -0.674 0.336
H -4.469 1.637 3.896 0.298
H -5.185 2.802 2.791 0.388
H -3.536 3.068 3.397 0.089
C -1.060 -5.980 -1.124 -1.032
C -1.136 -5.212 -2.442 -0.148
O -2.365 -5.275 -3.153 -0.311
C -2.765 -4.211 -3.817 0.940
O -2.310 -3.104 -3.690 -0.541
O -3.768 -4.588 -4.610 -0.378
C -4.262 -3.676 -5.595 -0.685
H -1.667 -5.532 -0.332 0.090
H -0.089 -6.185 -0.680 0.329
H -1.527 -6.948 -1.330 0.412
H -0.527 -5.882 -3.061 0.194
H -0.624 -4.258 -2.409 0.250
H -3.405 -3.215 -6.088 0.302
H -4.905 -2.934 -5.133 0.277
H -4.725 -4.239 -6.401 0.260
C -0.068 1.564 -3.793 -0.681
C 0.860 1.395 -4.979 -0.233
O 0.086 0.740 -6.010 -0.282
C 0.726 -0.075 -6.821 0.749
O 1.916 -0.170 -7.008 -0.580
O -0.175 -0.774 -7.503 -0.305
C 0.282 -1.708 -8.485 -0.666
H -1.063 1.874 -4.101 0.418
H 0.336 2.342 -3.136 0.177
H -0.026 0.694 -3.136 0.051
H 1.728 0.823 -4.665 0.134
H 1.187 2.347 -5.395 0.345
H 1.075 -2.339 -8.093 0.312
H 0.633 -1.078 -9.303 0.301
H -0.556 -2.291 -8.853 0.211
C 3.409 2.397 0.570 -0.776
C 3.081 3.102 1.890 0.403
O 4.322 3.583 2.414 -0.373
C 4.448 3.629 3.743 0.772
O 3.667 3.172 4.529 -0.543
O 5.533 4.330 4.012 -0.363
C 6.125 4.279 5.290 -0.688
H 3.889 3.095 -0.118 0.470
H 2.467 2.142 0.071 0.022
H 3.947 1.453 0.648 0.205
H 2.552 2.323 2.439 0.010
H 2.361 3.896 1.700 -0.039
H 6.650 3.351 5.504 0.289
H 5.353 4.432 6.051 0.323
H 6.766 5.151 5.402 0.257
C 7.842 -1.042 -0.681 -1.375
C 6.675 -0.899 0.277 0.497
O 6.071 -2.208 0.258 -0.348
C 4.830 -2.311 0.714 0.841
O 4.285 -1.484 1.399 -0.539
O 4.314 -3.458 0.307 -0.358
C 3.093 -3.876 0.840 -0.288
H 8.397 -0.130 -0.909 0.413
H 7.459 -1.147 -1.706 0.300
H 8.378 -1.962 -0.472 0.335
H 5.964 -0.100 0.063 -0.286
H 6.999 -0.623 1.283 0.325
H 2.649 -4.693 0.259 0.201
H 2.351 -3.086 0.866 -0.099
H 3.193 -4.498 1.737 0.368
C -2.879 0.749 6.335 -0.514
N -1.797 -0.174 6.031 0.040
C -1.176 -0.791 7.200 -0.987
C -1.274 -0.306 4.792 0.935
O -0.429 -1.150 4.538 -0.771
H -3.726 0.278 6.827 0.332
H -3.187 1.251 5.426 -0.240
H -2.481 1.550 6.964 0.357
H -1.972 -1.329 7.714 0.304
H -0.348 -1.399 6.851 0.302
H -0.770 -0.020 7.858 0.312
H -1.823 0.293 4.054 -0.130
C -0.215 4.822 2.955 -0.082
N 0.477 4.820 4.219 0.352
C 0.721 3.532 4.834 -0.699
C 0.863 5.978 4.799 0.115
O 1.326 6.118 5.911 -0.581
H -0.347 5.815 2.533 0.284
H -1.166 4.290 3.070 -0.117
H 0.301 4.207 2.212 -0.152
H 1.414 2.913 4.274 0.084
H 1.069 3.649 5.857 0.297
H -0.216 2.968 4.933 0.204
H 0.660 6.864 4.177 0.285
Br -0.141 -2.380 -0.579 -0.054
C 0.312 -1.215 0.885 -0.560
C -0.336 0.116 0.626 0.549
Br -0.016 1.241 2.187 -0.054
H 1.390 -1.082 0.987 0.341
H -0.026 -1.644 1.827 0.637
H -1.414 0.148 0.476 -0.261
H 0.044 0.633 -0.254 -0.463
Br -0.660 3.407 -0.645 -0.065
C -2.353 3.622 -1.689 -0.520
C -3.100 4.835 -1.189 -0.583
Br -4.880 4.942 -2.030 -0.188
H -2.926 2.702 -1.706 0.251
H -1.970 3.879 -2.674 0.474
H -2.533 5.760 -1.241 0.463
H -3.263 4.704 -0.117 0.217
```

As for the SMILES: CCOC(=O)OC.CCOC(=O)OC.CCOC(=O)OC.CCOC(=O)OC.CCOC(=O)OC.CCOC(=O)OC.CCOC(=O)OC.CN(C)C=O.CN(C)C=O.BrCCBr.BrCCBr. As for the HOMO energy: -0.333 hartree.

[3]
4 unconnected molecules or ions with the total composition C38H78N2O19P4 at a distorted geometry. Source: the Open Molecules 2025 dataset; level of theory: ωB97M-V/def2-TZVPD.

Geometry as XYZ:
```
141
Properties=species:S:1:pos:R:3:mulliken_charge:R:1
C -2.547 5.644 2.061 -0.958
C -3.331 4.497 2.820 -0.537
C -2.251 3.582 3.528 0.033
C -2.926 2.667 4.642 -1.332
C -2.523 3.115 6.116 0.663
C -2.394 1.906 7.088 -1.602
C -1.055 1.125 7.138 2.185
C -1.080 0.090 5.988 -0.516
N -1.133 -0.529 5.050 -0.570
C 0.332 1.880 7.022 1.339
C 1.372 0.694 7.030 -0.498
N 2.097 -0.164 7.094 -0.599
C 0.599 2.547 5.577 0.766
C 1.724 1.820 4.758 -0.348
O 2.846 2.170 4.780 -0.486
O 1.393 0.739 3.906 -0.258
C 1.122 1.192 2.610 0.743
C 1.919 2.342 1.929 -0.160
O 0.259 0.639 2.016 -0.555
O 0.766 2.647 8.105 -0.363
C -0.017 3.747 8.530 -0.926
C 0.190 5.113 7.751 1.178
C -0.861 6.095 8.439 -1.610
C 1.602 5.761 7.996 0.466
C 2.830 4.858 7.620 -1.091
C 1.671 7.028 7.031 -1.427
P -1.103 0.046 8.710 0.770
O -2.542 -0.194 8.946 -0.799
O -0.421 -1.429 8.462 -0.493
O -0.536 0.840 10.040 -0.514
H -3.154 6.571 1.943 0.360
H -1.622 5.941 2.612 0.271
H -2.210 5.291 1.060 0.082
H -3.945 3.912 2.099 0.366
H -3.975 4.977 3.593 0.378
H -1.498 4.276 3.972 0.051
H -1.788 2.938 2.743 0.003
H -2.730 1.585 4.476 0.302
H -4.024 2.824 4.523 0.728
H -3.380 3.739 6.476 0.575
H -1.650 3.797 6.055 -0.878
H -3.215 1.189 6.847 0.436
H -2.645 2.265 8.117 0.719
H 0.962 3.587 5.656 0.127
H -0.296 2.467 4.916 -0.808
H 1.707 3.270 2.510 0.191
H 1.588 2.479 0.879 -0.269
H 3.009 2.111 1.930 0.368
H 0.330 3.996 9.568 0.505
H -1.113 3.606 8.633 0.341
H -0.125 5.072 6.686 -0.385
H -0.621 6.188 9.523 0.359
H -1.847 5.558 8.399 0.410
H -0.953 7.061 7.910 0.385
H 1.637 6.173 9.029 0.411
H 3.232 4.434 8.576 0.227
H 3.666 5.484 7.220 0.453
H 2.613 4.031 6.918 0.142
H 1.457 6.630 6.005 0.250
H 2.679 7.494 7.016 0.431
H 0.939 7.817 7.307 0.321
H 0.170 -1.691 9.189 0.350
H 0.364 0.516 10.241 0.349
C -2.083 6.881 -3.915 -1.084
C -2.300 6.099 -2.632 -0.334
O -1.858 4.748 -2.743 -0.296
P -0.231 4.484 -2.886 1.210
O 0.175 4.704 -1.445 -0.804
O -0.170 2.838 -2.831 -0.370
C 0.476 2.131 -1.775 -0.552
C -0.503 1.800 -0.666 -0.768
O -0.371 4.408 -4.554 -0.407
C -0.626 3.212 -5.299 -0.168
C -2.014 2.646 -5.093 -0.801
H -1.017 7.001 -4.128 0.300
H -2.524 7.877 -3.838 0.412
H -2.528 6.363 -4.765 0.221
H -1.793 6.585 -1.793 0.287
H -3.366 6.067 -2.400 0.325
H 1.341 2.682 -1.406 0.364
H 0.861 1.200 -2.202 0.302
H -1.049 2.681 -0.321 0.068
H 0.010 1.351 0.191 0.288
H -1.255 1.092 -1.028 0.404
H 0.149 2.470 -5.106 0.230
H -0.518 3.487 -6.352 0.368
H -2.207 2.370 -4.058 0.138
H -2.151 1.749 -5.701 0.304
H -2.773 3.381 -5.371 0.297
C -4.105 -2.410 -8.257 -0.992
C -3.873 -2.639 -6.773 -0.340
O -2.570 -3.148 -6.503 -0.298
P -1.279 -2.138 -6.772 1.257
O -1.446 -1.330 -5.494 -0.758
O -0.057 -3.082 -6.185 -0.508
C 0.717 -2.734 -5.043 -0.249
C 0.107 -3.341 -3.796 -1.091
O -1.096 -2.860 -8.277 -0.391
C -0.296 -4.026 -8.510 -0.207
C -0.861 -5.277 -7.873 -0.825
H -3.459 -1.613 -8.638 0.286
H -5.141 -2.121 -8.445 0.405
H -3.879 -3.311 -8.828 0.210
H -4.031 -1.714 -6.210 0.265
H -4.586 -3.377 -6.403 0.302
H 0.845 -1.656 -4.959 0.305
H 1.718 -3.153 -5.191 0.295
H -0.951 -3.100 -3.688 0.381
H 0.631 -3.003 -2.900 0.396
H 0.172 -4.433 -3.847 0.176
H 0.738 -3.848 -8.213 0.218
H -0.273 -4.164 -9.594 0.378
H -0.937 -5.198 -6.790 0.131
H -0.223 -6.135 -8.098 0.386
H -1.867 -5.479 -8.247 0.272
C 4.326 -5.506 -3.875 -0.892
C 4.490 -6.308 -5.154 -0.301
O 4.003 -7.641 -5.021 -0.333
P 2.365 -7.844 -4.841 1.324
O 2.007 -7.648 -6.300 -0.770
O 2.267 -9.493 -4.891 -0.476
C 1.585 -10.190 -5.929 -0.347
C 2.535 -10.544 -7.056 -1.115
O 2.620 -7.928 -3.183 -0.401
C 2.895 -9.129 -2.454 -0.208
C 4.251 -9.731 -2.755 -0.973
H 3.269 -5.347 -3.641 0.153
H 4.800 -4.527 -3.970 0.397
H 4.769 -6.032 -3.028 0.246
H 3.982 -5.812 -5.988 0.253
H 5.549 -6.380 -5.407 0.306
H 0.724 -9.625 -6.284 0.343
H 1.191 -11.111 -5.489 0.333
H 3.088 -9.676 -7.418 0.286
H 1.992 -10.986 -7.894 0.375
H 3.281 -11.265 -6.709 0.316
H 2.089 -9.850 -2.589 0.271
H 2.869 -8.848 -1.398 0.357
H 4.362 -10.013 -3.801 0.215
H 4.403 -10.628 -2.151 0.387
H 5.046 -9.016 -2.533 0.264
```

As for the SMILES: CCCCCC[C@@](C#N)([C@@](C#N)(CC(=O)OC(C)=O)OC[C@@H](C)C(C)C)P(=O)(O)O.CCOP(=O)(OCC)OCC.CCOP(=O)(OCC)OCC.CCOP(=O)(OCC)OCC. As for the HOMO energy: -0.359 hartree.